This record from OMol25 describes a structure of composition C43H43N11O2S3Ti. The level of theory is ωB97M-V with the def2-TZVPD basis set.

Positions of all 103 atoms, in Å:
Ti (-0.997, -0.047, 0.312)
S (-5.603, -4.856, -0.353)
S (2.751, -0.534, 1.443)
S (0.321, 2.626, 2.048)
O (0.303, 1.264, 1.345)
O (-2.100, -0.009, -1.320)
N (0.365, -1.475, 2.002)
N (-1.796, 2.246, -0.126)
N (0.551, 0.256, -1.254)
N (-3.874, -0.199, -2.675)
N (0.395, -1.305, 0.623)
N (-2.395, -1.754, 0.482)
N (1.683, -1.030, 3.859)
N (0.209, -2.652, -2.401)
N (-3.805, -3.259, -4.262)
N (-1.999, 0.185, 2.399)
N (-3.264, -8.426, -1.926)
C (1.141, 3.715, 0.916)
C (2.584, 4.094, -0.944)
C (-2.702, -0.709, -2.245)
C (2.219, -5.125, 0.126)
C (0.910, 5.078, 1.056)
C (3.697, -2.857, -0.418)
C (-4.327, -3.727, -0.009)
C (-2.968, -4.026, -0.002)
C (0.891, 2.444, 4.653)
C (-4.691, -2.400, 0.279)
C (-2.205, -1.879, -2.797)
C (1.302, 1.139, -3.344)
C (2.371, 5.460, -0.813)
C (1.467, 2.496, 3.390)
C (1.538, 5.953, 0.184)
C (3.651, 2.309, 4.332)
C (1.739, -1.339, 0.078)
C (-3.471, 2.200, 2.778)
C (1.636, -3.870, 0.238)
C (-2.053, -3.022, 0.242)
C (2.454, 0.380, -3.253)
C (1.707, 2.314, 5.766)
C (-4.239, -6.266, -2.279)
C (2.634, -0.441, -2.155)
C (2.353, -2.727, -0.071)
C (-4.438, -7.340, -0.144)
C (1.968, 3.205, -0.075)
C (-3.782, 2.678, 1.350)
C (0.373, 1.032, -2.331)
C (-2.612, 3.271, 0.578)
C (4.277, -4.107, -0.547)
C (-3.526, -7.379, -2.704)
C (1.672, -0.475, -1.163)
C (-4.684, -6.253, -0.966)
C (-3.722, -8.405, -0.679)
C (-3.268, 0.711, 2.972)
C (3.083, 2.242, 5.602)
C (-3.055, -2.665, -3.620)
C (3.534, -5.250, -0.290)
C (1.486, -1.068, 2.530)
C (-3.712, -1.468, 0.497)
C (-0.875, -2.302, -2.577)
C (2.845, 2.444, 3.215)
H (4.726, 2.278, 4.218)
H (-3.155, -7.430, -3.721)
H (-0.960, 2.706, -0.486)
H (0.997, -1.488, 4.440)
H (-4.235, 1.869, 0.764)
H (2.127, 2.137, -0.152)
H (2.857, 6.147, -1.492)
H (-1.229, 0.616, 2.902)
H (-1.931, -0.800, 2.658)
H (-2.609, 2.746, 3.176)
H (-0.185, 2.528, 4.769)
H (1.374, 7.017, 0.278)
H (3.500, -1.081, -2.098)
H (1.639, -6.005, 0.369)
H (-4.791, -7.364, 0.878)
H (4.325, -1.983, -0.544)
H (3.196, 0.405, -4.040)
H (0.625, -3.798, 0.604)
H (-3.978, -0.430, 0.655)
H (-2.318, 1.964, -0.949)
H (-4.407, -0.682, -3.381)
H (-1.971, 3.835, 1.256)
H (-2.987, 3.985, -0.159)
H (-0.997, -3.224, 0.194)
H (3.281, 2.525, 2.228)
H (-2.607, -5.024, -0.210)
H (3.239, 3.719, -1.720)
H (-4.546, 3.454, 1.409)
H (-4.309, 2.470, 3.423)
H (-3.273, 0.489, 4.042)
H (1.273, 2.288, 6.756)
H (-4.339, 0.501, -2.126)
H (3.986, -6.228, -0.386)
H (2.624, -1.006, 4.213)
H (-0.565, 1.564, -2.396)
H (-4.102, 0.157, 2.542)
H (-5.731, -2.103, 0.295)
H (3.723, 2.156, 6.470)
H (1.106, 1.779, -4.192)
H (-4.434, -5.442, -2.954)
H (5.319, -4.186, -0.829)
H (-3.507, -9.277, -0.072)
H (0.256, 5.452, 1.836)

Results
LUMO energy	-5.954	eV
total energy	-121385.7744	eV
largest force on an atom	0.5	eV/A
energy above the lowest of the compared OMol25 structures with the same formula, charge and spin	50.36	kJ/mol
highest occupied orbital energy	-13.0	eV
total charge	+2
spin multiplicity	1
frontier orbital gap	7.02	eV

Löwdin population analysis, charges in e, atoms 1 to 4: atom 1 (Ti): 1.149, atom 2 (S): 1.080, atom 3 (S): 1.114, atom 4 (S): 1.081